Entry 1:
The following is a quantum chemistry calculation of the ion C5H9N2 with charge +1 in a non-equilibrium geometry, from the OMol25 dataset.

The HOMO energy (spin up / spin down) comes out at -9.6 / -14.0 eV. The spin multiplicity is 3. As for the HOMO-LUMO gap (spin up / spin down): 6.414 / 6.579 eV. The expectation value of S² is 2.0138. Its net charge is +1. The LUMO energy (spin up / spin down) comes out at -3.20 / -7.42 eV.

XYZ file:
```
16
Properties=species:S:1:pos:R:3:forces:R:3:lowdin_spin:R:1
H -2.2877 -0.2847 0.2972 0.5517 -0.6347 0.5879 0.0023
H -1.9993 1.8540 -2.5544 0.4096 -0.4343 -0.8099 0.0346
H -0.8124 -0.6698 1.5340 -2.1576 -0.4524 -1.6507 0.0082
C 0.9953 -0.5279 -0.5807 -6.2046 1.7436 -5.2524 0.4055
C 1.7659 -0.7631 0.4185 6.3834 -2.2878 5.8628 0.2560
H -1.5470 2.8932 -1.2401 0.5058 0.6009 0.4751 0.0376
C -1.3401 1.9396 -1.7000 -0.5204 -0.6103 0.9239 0.1194
N 1.6133 -0.2877 1.6622 3.3793 -2.4379 -0.7941 0.3299
H 2.7538 -1.3424 0.3240 -1.7534 0.8692 -0.2513 0.0058
H -1.2271 -1.8062 0.1719 -0.5611 -0.8803 -0.0785 0.0020
H 1.3268 -0.6850 -1.6117 0.0031 0.4322 0.1300 0.0230
H 2.2944 -0.5802 2.3741 -0.5043 0.4072 -0.4762 0.0058
C -0.7154 0.9558 -1.1202 -2.0200 3.1542 -3.0110 0.4829
N -0.3305 -0.0477 -0.4191 2.7966 -3.7077 1.8768 0.2552
C -1.3223 -0.7936 0.4808 2.6738 2.2489 1.3677 0.0188
H 0.8323 0.1458 1.9635 -2.9820 1.9893 1.0998 0.0131
```
Positions in Å, forces in eV/Å.


Entry 2:
The following is a quantum chemistry calculation of a structure of composition C32H42BiN5O5PS2 in a non-equilibrium geometry, from the OMol25 dataset.

The HOMO energy comes out at -4.7 eV. As for the HOMO-LUMO gap: 7.085 eV. Its net charge is -1. The LUMO energy comes out at 2.40 eV.

XYZ file:
```
88
Properties=species:S:1:pos:R:3:forces:R:3:mulliken_charge:R:1
H -0.5795 6.8701 0.2880 -0.0219 0.0027 0.0105 0.3670
H 7.2165 -1.0331 0.1681 -0.0229 0.0317 -0.0485 0.4166
H 3.3478 -6.0902 1.3940 0.0030 0.0207 -0.0238 0.3879
C 3.9661 -0.9002 1.1301 0.0036 -0.1153 -0.0575 0.6290
H 1.5947 -6.1530 1.5487 0.0021 -0.0145 0.0284 0.3501
S -1.5447 -0.7410 -2.5624 -0.2171 -0.4654 -0.4041 -0.6001
H -1.2323 -3.8582 0.7309 -0.1074 -0.0913 0.0360 0.1997
H -3.0855 -1.4979 5.6812 0.0770 -0.0094 0.0006 0.3789
C -4.2270 0.3556 3.1131 0.0578 -0.0064 -0.0665 -0.7546
H -2.6575 5.8742 1.2401 -0.0100 0.0043 -0.0136 0.3923
C 2.4484 -5.4788 1.4751 -0.0473 0.0339 0.0335 -1.2114
H -0.4370 0.6723 -4.7471 -0.0149 -0.0234 -0.0846 0.3060
O 1.6353 -0.6222 1.5097 0.0062 0.2508 -0.2733 -0.8940
H 1.0376 1.3592 -5.4326 0.0146 -0.0616 0.0202 0.5697
H 2.5142 2.8393 -3.0564 0.0202 -0.0081 0.1055 0.4297
P 1.2078 0.8148 -3.0117 0.4623 0.1434 -0.7487 0.8823
H 3.3611 1.5164 -2.2734 0.0255 0.0997 0.0431 -0.3706
H 2.0990 -5.0519 -0.6425 -0.0353 0.0651 -0.0362 0.4013
N -3.2719 0.9826 -1.3911 -0.5100 0.6468 -0.2590 -1.4546
H -5.0155 1.0579 2.8641 -0.0298 -0.0298 -0.0391 0.3588
C -2.2164 -1.4160 3.7283 0.0858 -0.0312 0.0100 -0.6895
N -2.7846 0.4926 -0.2128 0.0644 -0.5529 0.0563 0.7306
C 0.4002 4.9748 0.1402 -0.0461 -0.1277 -0.0577 -0.7470
H 1.3183 5.3896 -0.2630 0.0073 0.0342 0.0131 0.3530
O -0.9691 1.7463 1.2067 0.4285 -0.1175 -0.1923 -1.0401
H 0.5842 3.5123 -4.1735 -0.0229 0.0672 -0.0318 0.3364
H 2.7793 -0.9984 -3.0271 0.0037 -0.0185 0.0115 0.3881
H -4.8784 0.1327 5.1386 0.0029 -0.0081 0.0101 0.3706
C -3.1403 -1.0668 4.6885 -0.0414 0.0861 -0.0549 -0.4982
H 2.4405 -0.5915 -5.5571 -0.0293 -0.0003 -0.0626 0.3003
H -3.7633 1.8291 -3.6035 -0.0046 -0.0129 0.0301 0.2817
C -0.6858 -4.4788 -1.2687 0.1737 0.0823 0.0090 -0.9924
H 1.1380 -1.5829 -2.9630 0.0753 -0.0451 0.0603 -0.0974
H 2.4855 3.3607 0.0763 0.0495 -0.1264 -0.0217 0.2128
C 6.3274 -2.2862 1.6681 -0.0123 0.0617 -0.0407 -0.3294
C -0.6561 5.8030 0.4521 0.0559 0.1701 -0.0983 -0.7054
C -4.1547 -0.1596 4.3890 -0.0741 0.0476 0.0896 -0.7662
H 4.5570 2.2649 -4.3177 0.0265 -0.0155 -0.0456 0.4534
C 5.1741 -2.5873 2.3833 0.0011 -0.1290 0.0452 -0.8421
C 6.3151 -1.2897 0.7096 0.0944 -0.0063 0.0056 -0.7222
C 2.6632 -0.2059 0.9002 -0.2009 0.1080 0.4208 0.7947
H 0.8222 -1.2869 -5.3827 -0.0068 0.0320 -0.0487 0.2746
C 3.6789 1.6201 -4.3983 -0.0988 0.0282 0.1038 -1.5041
C -0.2076 2.7941 -4.3934 0.0509 -0.1292 0.0161 -1.3187
C 1.8294 -1.2728 -4.9661 0.0382 0.0187 0.0834 -1.5397
C 4.0087 -1.8969 2.1013 -0.0197 0.0172 -0.0470 -0.6462
H 0.1079 -5.0249 -1.7811 -0.0304 -0.0188 -0.0330 0.2664
H 7.2492 -2.8199 1.8660 0.0005 -0.0104 0.0116 0.3822
H 4.0293 0.5927 -4.4928 0.0281 -0.0088 -0.0373 0.2746
C -0.4118 -4.3593 0.2183 0.1041 0.4039 0.1633 -0.4557
O 5.1999 0.4167 -0.4637 -0.0813 0.0007 -0.0571 -0.7243
C 2.3254 -4.5360 0.2904 -0.2407 0.3266 0.2569 -0.6248
C -2.7436 0.4998 -2.4715 -0.1073 -0.3754 0.3541 0.3385
H -0.7258 3.1247 -5.2968 -0.0123 0.0592 0.0299 0.3822
H 3.1472 1.8930 -5.3113 0.0434 -0.0311 -0.0557 0.3245
N 1.5350 1.5420 0.0832 -0.1813 0.0550 0.4807 0.4382
H -0.9096 2.8167 -3.5587 -0.0417 0.0360 0.0066 0.2018
H -1.4148 -2.1085 3.9532 0.0045 -0.0139 -0.0277 0.4263
O 1.1323 -2.4009 -0.6592 -0.1862 0.5962 -0.1013 -0.5909
C 0.3650 1.3889 -4.5735 -0.0161 0.0362 0.3391 -0.7521
H -0.7441 -3.4843 -1.7070 -0.0718 -0.0263 -0.0778 0.1585
H -2.7895 3.4407 1.6292 0.0103 -0.0197 0.0312 0.4165
C 5.1483 -0.5722 0.4398 -0.0492 -0.0394 0.0872 0.3623
C -1.8163 5.2407 0.9838 0.0280 -0.0843 0.0210 -0.5379
C -3.5812 0.5173 0.7842 -0.1821 0.0290 -0.3742 -0.9823
H 3.2387 -3.9572 0.1622 0.0233 0.1015 -0.0350 0.3335
C -3.3135 0.0066 2.1105 0.1770 -0.1472 0.2730 1.1199
C -2.2593 -0.8940 2.4188 -0.2928 -0.1918 0.1628 0.3191
H -4.5810 0.9233 0.6143 0.0632 0.0741 -0.0355 0.2758
H 2.5117 -4.9099 2.4040 0.0382 -0.0323 0.0439 0.2728
H -2.7024 0.8036 -4.4695 0.0307 0.0155 -0.0057 0.2938
H -0.2110 -5.3219 0.6887 -0.0503 0.0443 0.1210 0.4561
H 5.1899 -3.3514 3.1506 -0.0195 0.0030 -0.0051 0.4318
H -1.6326 -4.9899 -1.4448 0.0058 -0.0290 0.0553 0.4006
Bi -0.4014 -0.0569 -0.0129 0.1693 0.0764 0.7463 2.5132
H 3.0867 -2.0963 2.6326 -0.0161 -0.0297 0.0168 0.5370
C -0.8321 3.0080 0.8949 -0.0553 0.1508 0.0813 0.0621
S 1.0283 -3.2491 0.5706 0.2113 -1.5903 -0.4341 0.8700
C 0.3384 3.5894 0.3287 -0.3177 0.0417 0.0306 0.6533
O -1.3821 -1.3422 1.5485 0.1526 0.3802 -0.3657 -0.5457
H 4.2877 0.8409 -0.4418 0.0674 0.0262 0.0157 0.5946
C -1.8976 3.8841 1.2045 -0.0393 0.0087 -0.0253 -0.5017
C 1.5385 2.8122 0.1130 0.3535 0.0068 0.0574 -0.6250
C 2.7954 1.7867 -3.1658 -0.1712 -0.0903 0.0644 0.1343
N 2.7302 0.8699 0.1311 0.5743 0.1555 -0.2929 -0.6604
H 2.2445 -2.2769 -5.0802 0.0034 -0.0206 -0.0147 0.4281
C 1.7937 -0.8891 -3.4897 -0.1396 0.0916 0.1387 -0.0847
N -3.2754 0.9480 -3.6573 -0.0436 0.1332 -0.0973 -0.4239
```
Positions in Å, forces in eV/Å.


So what do the calculations give for energy above the lowest of the compared OMol25 structures with the same formula, charge and spin? Going down the list: 2.145; 0.332 eV.